{
  "formula": "C27H39GeN8RuS",
  "method": "wB97M-V/def2-TZVPD",
  "species": ["Ru", "N", "C", "C", "N", "C", "C", "N", "C", "C", "N", "H", "H", "H", "H", "H", "H", "H", "H", "H", "H", "H", "H", "H", "H", "H", "H", "H", "H", "C", "C", "N", "N", "C", "S", "N", "N", "H", "H", "H", "H", "H", "H", "C", "C", "C", "C", "C", "C", "Ge", "C", "C", "C", "C", "C", "C", "C", "C", "C", "C", "C", "C", "H", "H", "H", "H", "H", "H", "H", "H", "H", "H", "H", "H", "H", "H", "H"],
  "xyz": [[0.559, -0.694, 0.675], [-1.544, -0.941, 1.975], [-1.335, -1.074, 3.433], [-0.076, -1.863, 3.686], [1.101, -1.266, 3.009], [1.495, 0.032, 3.609], [2.448, 0.776, 2.702], [1.799, 1.001, 1.372], [2.238, -2.229, 3.061], [2.338, -3.013, 1.780], [2.514, -2.032, 0.674], [-2.264, -0.254, 1.759], [-1.906, -1.818, 1.608], [-2.173, -1.581, 3.911], [-1.286, -0.078, 3.866], [-0.203, -2.873, 3.289], [0.111, -1.956, 4.759], [1.948, -0.113, 4.593], [0.604, 0.643, 3.748], [3.381, 0.238, 2.549], [2.703, 1.733, 3.154], [2.499, 1.273, 0.684], [1.171, 1.807, 1.434], [2.128, -2.901, 3.913], [3.165, -1.680, 3.218], [1.420, -3.569, 1.593], [3.160, -3.726, 1.832], [2.647, -2.514, -0.209], [3.374, -1.510, 0.830], [2.684, -2.827, -4.660], [1.679, -3.189, -3.629], [1.009, -4.301, -3.564], [0.207, -4.157, -2.472], [0.362, -3.002, -1.849], [-0.563, -2.443, -0.496], [1.305, -2.368, -2.570], [1.797, -1.103, -2.237], [2.879, -3.704, -5.274], [3.626, -2.504, -4.212], [2.309, -2.028, -5.302], [-0.439, -4.898, -2.233], [2.763, -1.047, -2.548], [1.262, -0.390, -2.732], [-5.554, 0.192, -0.423], [-4.709, -0.699, -1.077], [-3.335, -0.497, -1.057], [-2.794, 0.608, -0.387], [-3.652, 1.502, 0.266], [-5.027, 1.290, 0.240], [-0.916, 1.080, -0.448], [-0.640, 2.641, 0.666], [-0.991, 2.604, 2.027], [-0.864, 3.733, 2.824], [-0.386, 4.917, 2.269], [-0.047, 4.970, 0.924], [-0.164, 3.837, 0.122], [-0.279, 1.375, -2.242], [0.972, 1.967, -2.476], [1.370, 2.284, -3.767], [0.522, 2.009, -4.838], [-0.716, 1.421, -4.617], [-1.120, 1.098, -3.323], [-6.624, 0.033, -0.440], [-5.123, -1.543, -1.613], [-2.699, -1.190, -1.589], [-3.264, 2.378, 0.770], [-5.686, 1.994, 0.733], [-1.406, 1.698, 2.461], [-1.160, 3.703, 3.866], [-0.294, 5.803, 2.885], [0.300, 5.899, 0.491], [0.081, 3.908, -0.929], [1.634, 2.203, -1.647], [2.326, 2.763, -3.940], [0.824, 2.270, -5.845], [-1.380, 1.226, -5.451], [-2.099, 0.661, -3.165]],
  "s_squared": 6.024,
  "spin_multiplicity": 5,
  "charge": 3,
  "lumo_ha": [-0.3436, -0.3981],
  "fmax_ev_per_a": 1.67
}

=====

{
  "formula": "C12H15AsB2F10FeN4O4S5",
  "method": "wB97M-V/def2-TZVPD",
  "species": ["Fe", "C", "C", "N", "O", "B", "F", "F", "O", "N", "C", "C", "C", "N", "O", "B", "F", "F", "O", "N", "C", "C", "C", "H", "H", "H", "H", "H", "H", "H", "H", "H", "H", "H", "H", "F", "As", "F", "F", "F", "F", "F", "C", "S", "C", "C", "S", "S", "C", "S", "S", "H", "H", "H"],
  "xyz": [[-0.535, 0.041, -0.482], [-0.199, 3.834, -2.135], [-0.491, 2.618, -1.339], [0.305, 1.610, -1.243], [1.567, 1.710, -1.654], [2.337, 0.401, -1.907], [3.627, 0.793, -2.059], [1.753, -0.268, -2.934], [2.330, -0.483, -0.654], [1.133, -0.922, -0.251], [0.945, -2.139, 0.111], [1.946, -3.222, -0.031], [-0.408, -2.358, 0.731], [-1.143, -1.299, 0.741], [-2.245, -1.262, 1.474], [-3.292, -0.159, 1.213], [-4.067, -0.163, 2.325], [-3.904, -0.376, 0.022], [-2.631, 1.225, 1.178], [-1.740, 1.415, 0.205], [-1.728, 2.490, -0.496], [-2.783, 3.529, -0.452], [-0.837, -3.655, 1.305], [0.813, 3.799, -2.527], [-0.347, 4.741, -1.550], [-0.901, 3.866, -2.973], [2.883, -2.816, -0.399], [1.563, -3.947, -0.754], [2.108, -3.745, 0.911], [-3.446, 3.352, 0.389], [-3.366, 3.460, -1.375], [-2.363, 4.532, -0.398], [0.004, -4.230, 1.682], [-1.315, -4.228, 0.504], [-1.576, -3.500, 2.086], [-2.117, 0.212, -2.032], [-2.036, -1.259, -3.100], [-3.508, -0.846, -3.838], [-1.121, -0.299, -4.182], [-1.720, -2.677, -3.983], [-0.536, -1.478, -2.108], [-2.826, -2.139, -1.853], [3.024, 3.751, 1.176], [3.703, 3.510, 2.828], [2.693, 2.420, 3.667], [1.619, 1.612, 3.269], [0.897, 1.489, 1.788], [0.989, 0.576, 4.554], [2.057, 1.056, 5.763], [1.997, 0.415, 7.327], [3.189, 2.243, 5.332], [3.635, 4.567, 0.790], [1.984, 4.056, 1.227], [3.147, 2.864, 0.560]],
  "s_squared": 8.856,
  "spin_multiplicity": 6,
  "charge": 1,
  "lumo_ha": [-0.2039, -0.2936],
  "fmax_ev_per_a": 0.63
}

=====

{
  "formula": "C42H43F3N2O3P3S4TeTi",
  "method": "wB97M-V/def2-TZVPD",
  "species": ["Ti", "S", "S", "S", "S", "C", "N", "C", "P", "C", "C", "C", "C", "C", "C", "C", "C", "C", "C", "C", "C", "C", "C", "C", "C", "C", "C", "P", "C", "C", "C", "C", "C", "C", "C", "C", "C", "C", "C", "C", "H", "H", "H", "H", "H", "H", "H", "H", "H", "H", "H", "H", "H", "H", "H", "H", "H", "H", "H", "H", "H", "H", "H", "H", "H", "H", "H", "H", "H", "C", "C", "O", "P", "O", "Te", "O", "C", "C", "H", "H", "H", "H", "H", "H", "H", "H", "H", "H", "F", "C", "F", "F", "C", "C", "C", "N", "C", "C", "H", "H", "H", "H"],
  "xyz": [[1.605, 0.112, -0.505], [3.251, -0.989, 0.694], [4.739, -0.508, -0.700], [3.823, -0.908, -2.497], [2.441, 0.612, -2.736], [-1.412, -2.260, 0.491], [-2.214, -1.192, -0.106], [-2.165, 0.100, 0.536], [-0.740, 1.129, -0.025], [-0.742, 2.449, 1.215], [-1.805, 3.354, 1.209], [-1.900, 4.324, 2.194], [-0.940, 4.393, 3.197], [0.123, 3.502, 3.201], [0.224, 2.536, 2.210], [-1.249, 1.912, -1.576], [-0.425, 2.908, -2.103], [-0.735, 3.485, -3.323], [-1.857, 3.071, -4.027], [-2.678, 2.081, -3.507], [-2.376, 1.498, -2.285], [-3.480, -1.648, -0.591], [-3.514, -2.761, -1.437], [-4.711, -3.227, -1.948], [-5.906, -2.595, -1.634], [-5.882, -1.503, -0.787], [-4.686, -1.035, -0.259], [0.101, -1.747, 1.430], [-0.546, -1.528, 3.123], [-1.252, -2.573, 3.728], [-1.749, -2.427, 5.009], [-1.542, -1.242, 5.708], [-0.827, -0.211, 5.124], [-0.328, -0.359, 3.835], [0.960, -3.344, 1.639], [1.992, -3.355, 2.581], [2.712, -4.510, 2.826], [2.410, -5.676, 2.135], [1.377, -5.682, 1.213], [0.653, -4.522, 0.966], [-1.067, -2.919, -0.303], [-2.023, -2.866, 1.175], [-2.138, 0.063, 1.633], [-3.049, 0.681, 0.280], [-2.551, 3.322, 0.423], [-2.720, 5.028, 2.177], [-1.016, 5.150, 3.965], [0.899, 3.568, 3.952], [1.096, 1.890, 2.206], [0.455, 3.236, -1.565], [-0.092, 4.256, -3.726], [-2.091, 3.521, -4.981], [-3.556, 1.760, -4.050], [-3.025, 0.717, -1.905], [-2.600, -3.264, -1.707], [-4.710, -4.089, -2.602], [-6.840, -2.960, -2.035], [-6.806, -1.011, -0.512], [-4.723, -0.209, 0.436], [-1.397, -3.511, 3.207], [-2.291, -3.241, 5.470], [-1.932, -1.133, 6.711], [-0.647, 0.707, 5.666], [0.245, 0.446, 3.396], [2.231, -2.455, 3.137], [3.510, -4.499, 3.554], [2.974, -6.579, 2.325], [1.123, -6.592, 0.686], [-0.157, -4.569, 0.251], [1.593, 6.516, 0.029], [1.691, 5.163, 0.688], [2.466, 4.310, -0.185], [3.170, 2.944, 0.223], [2.024, 1.833, -0.042], [4.105, 2.854, 2.319], [4.112, 2.700, -1.007], [5.272, 3.545, -1.247], [6.378, 2.684, -1.801], [1.019, 7.186, 0.670], [1.089, 6.452, -0.934], [2.580, 6.950, -0.120], [0.707, 4.707, 0.822], [2.198, 5.209, 1.654], [5.563, 4.016, -0.305], [4.950, 4.317, -1.947], [6.731, 1.980, -1.049], [7.215, 3.312, -2.106], [6.031, 2.126, -2.670], [-0.976, -4.138, -5.500], [-0.242, -4.612, -4.487], [-0.968, -5.560, -3.862], [0.845, -5.204, -4.996], [0.132, -3.524, -3.509], [1.123, -3.759, -2.575], [1.418, -2.762, -1.658], [0.772, -1.589, -1.631], [-0.190, -1.376, -2.546], [-0.536, -2.305, -3.501], [1.678, -4.686, -2.552], [2.183, -2.910, -0.908], [-0.677, -0.410, -2.532], [-1.310, -2.077, -4.219]],
  "de_lowest_ev": 0.0926,
  "charge": 1,
  "lumo_ha": -0.1310,
  "fmax_ev_per_a": 0.89
}

=====

{
  "formula": "C7H10NOS2",
  "method": "wB97M-V/def2-TZVPD",
  "species": ["C", "C", "C", "C", "C", "C", "C", "N", "O", "S", "S", "H", "H", "H", "H", "H", "H", "H", "H", "H", "H"],
  "xyz": [[-2.649, 1.137, -1.060], [-2.870, 1.648, 0.147], [1.254, -0.630, 0.540], [0.246, -0.335, -0.312], [2.649, 0.084, 0.221], [-1.100, -0.686, -0.357], [3.838, -0.140, 1.061], [-2.020, -0.193, -1.330], [2.607, 0.863, -0.730], [-2.031, 1.188, 1.552], [-1.729, -2.136, 0.413], [-3.309, 1.336, -1.831], [-3.478, 2.621, 0.062], [1.083, -1.248, 1.416], [0.536, 0.220, -1.179], [4.338, -0.998, 0.628], [3.696, -0.415, 2.077], [4.406, 0.760, 0.648], [-2.783, -1.008, -1.351], [-1.512, -0.005, -2.158], [-1.173, -2.063, 1.543]],
  "de_lowest_ev": 0.0000,
  "s_squared": 2.065,
  "spin_multiplicity": 3,
  "charge": 1,
  "lumo_ha": [-0.1425, -0.2438],
  "fmax_ev_per_a": 3.58
}